Computed, not measured: a cluster of 3 separate species, C17H19B2Br2F17NO7 in total, with ωB97M-V with the def2-TZVPD basis set.

Results
- charge = -1
- energy (eV) = -221396.634
- frontier orbital gap (hartree) = 0.227
- HOMO level (Eh) = -0.1550

```
65
Properties=species:S:1:pos:R:3:forces:R:3:lowdin_charge:R:1
C -1.714595 -3.877150 1.789286 -0.4287 -1.2263 1.1828 -0.090
O -0.885120 -2.683835 1.807930 -2.0902 1.1843 -1.7950 -0.042
B -1.569364 -1.563874 1.164774 1.7930 -2.0974 -0.1575 -0.617
O -1.523741 -1.541759 -0.268850 -0.3686 1.1537 2.2749 0.138
N -2.185372 -0.546297 2.072135 -0.3395 2.0402 -1.8405 0.038
C -1.735465 0.823628 1.827869 3.3278 -0.3272 3.3565 -0.599
Br -2.441836 2.094754 0.482225 0.2451 -0.9014 0.5542 0.737
C -0.637537 1.293664 2.628392 -2.2482 -0.1544 -2.2800 -0.588
C 0.047686 2.725105 2.483358 1.2175 -1.2179 0.6946 -0.164
Br 0.093667 0.037184 4.005047 -0.6765 1.5393 -1.3746 0.701
C -3.634317 -0.711144 2.310802 -1.1540 -0.3774 1.1970 -0.223
F -4.079879 0.489376 3.033034 0.7560 -1.5233 -1.0802 -0.032
B -4.596159 -0.854167 1.007217 -1.5917 -0.4711 -1.7831 -0.347
C -5.513123 0.420152 0.485695 -1.2074 -0.8067 0.0423 -0.059
O -4.776026 -2.073277 0.232209 -0.1323 2.2190 1.2478 0.061
C -3.980170 -1.946725 3.325020 1.8981 -2.7730 5.8024 -0.486
O -4.887857 -2.811326 3.099610 1.5798 2.8426 -1.0007 -0.057
O -3.235787 -2.026584 4.504896 -2.6061 1.3435 -5.6226 -0.180
H -2.667460 -3.753846 1.170143 1.2343 -0.1636 0.8384 0.099
H -1.153109 -4.816287 1.427984 -0.5276 1.6246 0.2024 0.090
H -1.995107 -4.095868 2.892277 0.1273 0.4572 -1.8512 0.111
H -1.897496 -0.698704 -0.609536 0.1861 -0.7628 0.2212 0.079
H -0.280676 3.382899 3.357919 0.2719 -0.7416 -1.3811 0.089
H -0.059216 3.214185 1.459884 -0.3472 -0.7649 1.5269 0.043
H 1.185167 2.559755 2.625908 -1.9096 0.2427 -0.1904 0.052
H -6.458663 -0.055212 0.004308 1.3291 0.8027 0.6133 0.063
H -5.010896 1.018208 -0.345764 -0.6240 -0.6438 1.3372 0.027
H -5.907478 1.060069 1.352400 0.8961 -0.6343 -1.4138 0.073
H -5.637696 -2.022643 -0.252260 1.3201 0.1051 0.5270 0.098
C -1.097225 -2.324377 -6.159188 -0.3661 -0.4396 -0.6427 -0.047
C 0.174093 -1.529878 -5.793870 -0.6181 0.5254 -0.4814 -0.433
C 0.660777 -1.670793 -4.351690 0.6220 -0.0153 0.7178 -0.300
F -0.240603 -1.237606 -3.454325 0.0259 -0.0043 -0.2389 0.099
F 1.780879 -0.926485 -4.156746 0.0091 -0.0294 -0.3978 0.090
F -0.011188 -0.227595 -6.121433 0.0834 -0.1279 0.2397 0.124
F 1.171689 -1.982127 -6.613318 0.0062 -0.2643 0.3442 0.096
O -2.338909 -1.607503 -6.145236 0.2912 0.4016 1.3579 0.029
C -2.999553 -1.488742 -4.899527 0.5324 -1.4802 -1.0137 -0.503
C -3.102903 -0.037075 -4.421066 -0.0634 0.7811 0.3175 -0.276
F -1.886086 0.533014 -4.287938 -0.0927 -0.2176 -0.2078 0.096
F -3.697898 0.025284 -3.205867 -0.0597 -0.3764 -0.2041 0.099
F -2.412689 -2.299178 -4.000937 -0.3685 0.4157 0.1750 0.144
F -4.243753 -1.986442 -5.092897 0.0008 0.5292 0.0918 0.142
H -0.977031 -2.620253 -7.205560 0.0444 0.2860 0.0924 0.146
H -1.168326 -3.269574 -5.613939 0.0895 0.2887 0.2127 0.145
H 0.909749 -2.710555 -4.119899 -0.0692 -0.0481 -0.1578 0.176
H -3.681475 0.567005 -5.122451 -0.0751 -0.2000 -0.1287 0.174
C 6.835639 2.981276 1.937094 0.5544 0.6337 0.1762 -0.048
C 6.769118 1.492577 1.536533 0.1721 0.0710 0.9833 -0.434
C 5.609533 1.095941 0.622970 -0.3990 -0.6026 -0.6568 -0.303
F 4.407044 1.317699 1.181878 0.1836 0.0496 0.0637 0.099
F 5.660984 -0.231987 0.344551 0.3691 0.1146 0.1064 0.095
F 6.788016 0.733847 2.658569 -0.1853 0.0350 -0.2542 0.129
F 7.932239 1.209076 0.875011 -0.2814 0.1613 -0.3227 0.097
O 6.297258 3.335781 3.218029 -1.2706 -0.6038 -0.4268 0.030
C 4.904496 3.575329 3.289942 1.4372 0.7051 -0.8274 -0.500
C 4.176351 2.565085 4.182617 -0.4805 -0.6672 0.5012 -0.273
F 4.345614 1.299976 3.745298 0.2208 0.3045 -0.0444 0.098
F 2.842216 2.802103 4.185699 0.3799 0.3985 -0.0969 0.080
F 4.394944 3.643811 2.045327 -0.3768 -0.0218 0.3800 0.134
F 4.770452 4.816217 3.815271 -0.1829 -0.3649 0.2797 0.140
H 7.899189 3.222268 2.024313 -0.1224 -0.2442 0.1326 0.146
H 6.469338 3.641652 1.146184 -0.2140 -0.2836 0.0638 0.143
H 5.655386 1.635437 -0.327783 0.1423 0.1051 0.0627 0.173
H 4.540261 2.616512 5.210470 0.1308 0.2172 -0.0447 0.176
```
Positions in Å, forces in eV/Å.

Computed, not measured: a structure of composition C17H19BCrN6O3, with ωB97M-V with the def2-TZVPD basis set.

Results
- 2S+1 = 5
- charge = +2
- energy (eV) = -62104.209
- expectation value of S² = 6.074
- frontier orbital gap (spin up / spin down) (hartree) = 0.250 / 0.190
- HOMO level (spin up / spin down) (Eh) = -0.5567 / -0.5559

```
47
Properties=species:S:1:pos:R:3:forces:R:3:lowdin_charge:R:1
C 2.819580 0.014040 -0.836955 1.2004 -0.6815 -1.3029 -0.059
N 1.555390 -0.042454 -1.287603 -1.2617 0.0844 -0.5774 -0.034
N 1.598413 -0.185469 -2.662498 0.0482 -0.5718 0.8998 -0.010
C 2.881397 -0.332060 -3.049491 -0.9291 0.1780 0.6718 -0.009
C 3.693836 -0.213661 -1.929981 -0.9407 0.1081 0.1546 0.001
B 0.286055 -0.108005 -3.498630 0.1951 0.0455 -0.2790 -0.466
N -0.732876 -1.240340 -3.177089 0.0621 -0.7919 0.1135 -0.021
N -1.339927 -1.364672 -1.949895 0.3363 0.8922 0.1443 -0.069
C -2.287358 -2.320039 -2.047974 0.4810 -1.0102 -1.6660 -0.058
C -2.201564 -2.899409 -3.338749 0.2164 0.5522 0.5432 -0.001
C -1.218266 -2.186890 -4.008368 0.1312 0.5234 0.8631 -0.010
Cr -0.395136 -0.143999 -0.601066 1.7147 0.6721 0.1977 1.169
N -0.411738 1.222210 -3.113536 -0.0914 0.3062 -0.2309 -0.016
N -0.808893 1.412381 -1.831659 -0.0241 -0.3926 0.7472 -0.068
C -1.386413 2.627787 -1.735774 0.2132 0.3014 -1.3152 -0.057
C -1.351177 3.224149 -3.009851 0.1056 -0.4173 0.3403 -0.004
C -0.728268 2.305057 -3.851987 -0.1069 -0.2547 0.9580 0.006
H -1.800625 3.058398 -0.834115 0.1385 -0.3542 0.0417 0.129
H -0.494902 2.350237 -4.907293 -0.0187 -0.0378 0.1726 0.148
H -1.722754 4.189957 -3.298345 -0.0631 0.0689 0.1028 0.116
H 0.580044 -0.137941 -4.657786 -0.1495 0.0168 0.1282 0.136
H -0.798898 -2.280757 -4.997186 -0.1722 -0.0227 -0.0402 0.143
H 3.070960 -0.526359 -4.090430 0.2794 0.1018 -0.0422 0.142
H -2.729531 -3.740012 -3.753622 -0.2641 0.0682 0.2019 0.117
H 4.759088 -0.323039 -1.945251 0.2043 0.1742 0.2827 0.114
H -3.001836 -2.647819 -1.302859 0.4596 0.4370 0.3416 0.127
H 3.190207 0.178431 0.168538 -0.7939 -0.1116 0.0178 0.132
H -2.134760 -0.945566 1.149216 -0.1439 0.1973 -0.0933 -0.016
C -2.330531 -1.724367 1.898233 0.1068 -0.5610 0.2569 -0.013
H -3.178957 -2.342789 1.571329 0.2939 0.3377 0.1344 0.047
H -1.427913 -2.338731 2.006681 -0.4341 0.1045 -0.0839 0.028
H -2.551083 -1.248842 2.863570 -0.0404 -0.0423 -0.3998 0.046
O 0.498572 2.641821 2.937289 0.2476 -2.1471 1.2199 0.208
C 0.628679 1.610965 3.786141 -0.0714 0.5341 -1.9222 -0.156
C 0.697734 1.950292 5.128143 0.1526 -0.0635 2.7169 0.077
C 0.822965 0.989392 6.130773 -0.0777 1.1299 -0.0749 0.023
C 0.885952 -0.365932 5.801259 0.0038 0.1034 0.5059 0.054
C 0.819712 -0.734350 4.452191 0.0127 0.3735 -1.7061 0.073
C 0.712257 0.213492 3.428491 0.2240 -1.1281 1.5206 -0.017
C 0.625259 -0.304436 2.056811 -0.2559 -2.3887 -1.1698 -0.530
O 0.692531 -1.547134 1.810657 -0.1900 3.9487 -0.1792 0.033
O 0.381025 0.654820 1.182026 -0.6503 -1.0251 -1.0206 -0.155
H 0.461629 2.225160 2.049403 -0.0632 0.0098 -0.5428 0.110
H 0.646515 2.999844 5.377585 0.0002 0.0902 0.0594 0.151
H 0.870428 1.302643 7.178254 -0.0157 -0.0796 -0.4554 0.142
H 0.986438 -1.136435 6.569891 -0.0393 0.3213 -0.2216 0.148
H 0.868763 -1.789574 4.171498 -0.0303 0.4010 -0.0134 0.150
```
Positions in Å, forces in eV/Å.

Computed, not measured: a structure of composition C17H19BMgN6O2, with ωB97M-V with the def2-TZVPD basis set.

Results
- relative energy (zero: lowest compared OMol25 entry of this formula, charge and spin) (kcal/mol) = 212.60
- energy (eV) = -37090.574
- frontier orbital gap (spin up / spin down) (hartree) = 0.204 / 0.232
- HOMO level (spin up / spin down) (Eh) = -0.2984 / -0.2984

```
46
Properties=species:S:1:pos:R:3:forces:R:3:lowdin_charge:R:1
H -0.190995 2.779388 1.088631 0.0089 -0.1267 -0.0068 0.086
N 0.229505 1.498957 -0.531221 0.3972 1.0560 -0.4022 0.061
B 0.801978 0.550982 -2.755271 0.1425 -0.0688 0.9966 -0.498
N 0.750675 1.743251 -1.784325 -0.2703 -0.1530 1.1168 -0.040
C 1.050101 3.051618 -1.942085 -0.3385 -0.0388 0.6784 -0.088
Mg -1.553643 -0.774457 0.200567 2.8659 0.9434 3.6684 0.616
H 1.470239 3.404688 -2.883475 -0.1631 -0.0318 0.4169 0.115
C 0.704922 3.698111 -0.751548 0.1464 -0.2376 -0.4584 -0.078
H 0.789141 4.747672 -0.521819 0.0593 -0.0206 -0.0642 0.078
C 0.198445 2.680300 0.089020 0.4584 -0.0064 -1.1592 -0.152
H 1.130905 0.893980 -3.851096 -0.2012 0.0011 -0.2259 0.111
C -1.111713 -2.842210 0.132894 -0.2386 -3.2496 0.5133 0.064
H -1.331187 -3.003498 1.194099 0.0311 0.5073 0.0180 0.049
H -0.157771 -3.287319 -0.118381 0.1039 0.6035 -0.2002 0.030
H -1.921083 -3.182493 -0.517830 0.0582 0.4696 -0.2314 0.044
N -0.667655 -0.022682 -2.717554 -1.6431 -0.7267 1.4601 0.049
N 1.720541 -0.565983 -2.232371 -0.4428 -0.7835 0.9557 -0.039
N -1.354421 -0.376467 -1.527675 -0.5890 0.5884 -6.3875 -0.071
N 1.287151 -1.256701 -1.120094 1.0707 -0.0963 -0.8011 0.053
C -1.491764 -0.164286 -3.766873 -0.0196 -0.1328 1.1439 -0.048
C 2.945948 -0.986361 -2.619584 -0.2087 -0.3577 0.5260 -0.090
H -1.159553 0.088499 -4.766222 -0.0360 -0.0878 0.2291 0.131
H 3.418981 -0.551587 -3.499880 -0.0728 -0.2073 0.4019 0.116
C -2.721830 -0.623504 -3.313210 -0.6253 -0.2282 0.2760 -0.052
C 3.340819 -1.985653 -1.727676 -0.1209 0.3046 -0.2139 -0.081
C -2.618356 -0.741190 -1.918967 1.4573 0.5696 -1.4041 -0.164
C 2.272345 -2.103388 -0.805973 -0.0734 0.7710 -1.0496 -0.165
H -3.588975 -0.846541 -3.905164 -0.0805 0.0274 -0.1136 0.092
H 4.257773 -2.554269 -1.740722 -0.0322 0.0962 -0.0291 0.078
H -3.376796 -1.075516 -1.189781 0.3231 0.2313 -0.4848 0.113
H 2.188212 -2.759090 0.049892 -0.0209 0.0971 -0.0436 0.093
H -2.355467 0.729461 0.583157 -0.6195 0.7841 0.4790 0.169
O 0.390236 -1.007629 1.417821 -1.8301 0.6824 0.6173 -0.030
C -0.077951 -0.124697 2.177759 0.2910 0.5462 0.1476 -0.568
O -1.068675 0.678963 1.937293 -0.1492 -1.4278 -0.7190 -0.118
C 0.430662 0.061037 3.566614 0.3202 -0.2470 0.9714 -0.133
C 0.176750 1.242396 4.285371 0.0831 -0.2231 0.3174 -0.016
C 0.439013 1.293486 5.663221 0.1954 -0.3997 -0.2649 -0.071
C 0.958217 0.154724 6.315022 -0.0824 -0.0230 -0.3874 -0.086
C 1.228058 -1.024040 5.594990 -0.0561 0.4511 -0.1206 -0.078
C 0.977095 -1.055863 4.217441 -0.0621 0.1787 0.1579 -0.021
H -0.249414 2.102006 3.759943 0.1338 -0.3622 0.2652 0.115
H 0.223742 2.213818 6.225872 0.1722 -0.5382 -0.2802 0.106
H 1.151390 0.181324 7.390052 -0.0867 0.0267 -0.3409 0.099
H 1.627144 -1.916794 6.097249 -0.2001 0.5353 -0.2090 0.105
H 1.163761 -1.956844 3.626886 -0.0555 0.3035 0.2407 0.116
```
Positions in Å, forces in eV/Å.